Entry from the Open Molecules 2025 dataset: a molecular structure, C11H9ClF6N2O7PdS2 (the ωB97M-V functional and the def2-TZVPD basis).

The geometry in XYZ format:
```
39
Properties=species:S:1:pos:R:3:forces:R:3
Pd 0.13907 1.35628 0.11828 0.1 -0.1 0.0
Cl 6.87369 2.77483 2.22624 0.0 0.0 0.0
S -2.16247 -0.85804 0.09117 -0.1 0.1 -0.1
S -2.67161 1.57167 -1.24830 0.0 0.1 0.1
F -0.65444 -1.19143 -2.03685 0.0 0.0 0.0
F -2.87722 2.41913 -3.68989 0.0 0.0 0.0
F -0.82295 -2.92365 -0.74525 0.0 0.0 0.0
F -4.50140 1.13758 -3.04793 0.0 0.0 0.0
F -2.57169 0.28032 -3.52508 0.0 0.0 0.0
F -2.47764 -2.36277 -2.02485 0.0 0.0 0.0
O 1.38890 0.85802 1.52541 0.0 0.0 0.0
O 1.18800 2.90848 -0.49752 0.0 0.0 0.0
O -3.41805 2.67625 -0.75844 0.0 0.0 0.0
O -1.21598 1.75155 -1.39176 0.0 0.0 0.0
O 2.35249 0.12724 -1.32397 0.0 0.0 0.0
O -0.95409 -0.29862 0.71917 0.0 0.0 0.0
O -2.91684 -1.74943 0.89529 0.0 0.0 0.0
N -3.07382 0.21654 -0.57904 0.1 -0.1 0.0
N 2.07378 -1.67839 0.00141 0.0 0.0 0.1
C 3.11586 2.40483 0.84682 0.0 0.0 0.0
C 4.44685 2.84141 1.04603 0.0 0.0 0.0
C 2.36026 3.10201 -0.13612 0.0 0.0 0.0
C 4.72165 1.20939 2.77518 0.0 0.0 0.0
C 3.43723 0.77206 2.60650 0.0 0.0 0.0
C -3.19201 1.33129 -2.99990 0.0 0.0 0.0
C 2.58887 1.34407 1.62812 0.0 0.1 0.0
C 3.18944 -1.95496 -2.13957 0.0 0.0 0.0
C 5.23612 2.25105 1.98496 0.0 0.0 0.0
C 2.49949 -1.07048 -1.12909 0.0 0.0 -0.1
C -1.48494 -1.89998 -1.27726 0.0 0.0 0.0
H 2.18034 -2.66668 0.13276 0.0 0.0 0.0
H 5.35638 0.75495 3.52452 0.0 0.0 0.0
H 4.26526 -1.79460 -2.06081 0.0 0.0 0.0
H 2.86556 3.93797 -0.62975 0.0 0.0 0.0
H 2.98108 -3.01351 -1.99019 0.0 0.0 0.0
H 3.03389 -0.02566 3.21494 0.0 0.0 0.0
H 2.87733 -1.65462 -3.13682 0.0 0.0 0.0
H 1.65404 -1.12171 0.73284 0.0 0.0 0.0
H 4.83425 3.65041 0.43992 0.0 0.0 0.0
```
Positions in Å, forces in eV/Å.

Calculated values
energy above the lowest of the compared OMol25 structures with the same formula, charge and spin: 0.0 kcal/mol
HOMO energy: -8.9 eV